# 1
A cluster of 2 separate species, C24H31N3O6 in total at a distorted geometry. Source: the OMol25 dataset; level of theory: ωB97M-V/def2-TZVPD.

## Properties
HOMO-LUMO gap (eV): 8.118
E (eV): -42145.6491
Strongest force on any atom (eV/A): 3.50
Structure (SMILES): O=C(O)CCc1cccc(-c2cccc([N+](=O)[O-])c2)c1.CNC(=O)[C@H](CC(C)C)NC(C)=O
Relative energy (zero: lowest compared OMol25 entry of this formula, charge and spin) (kcal per mole): 31.1

Geometry as ORCA input:
```
! RIJCOSX wB97M-V def2-TZVPD def2/J DEFGRID3
* xyz 0 1
O -4.24254 0.53142 4.94632
C -3.58589 0.51546 5.97302
O -3.79952 1.37301 6.99177
C -2.49678 -0.53608 6.19297
C -2.22385 -1.47032 4.99947
C -1.42175 -0.78061 3.92145
C -0.03244 -0.67613 4.03545
C 0.70354 -0.03128 3.04360
C 0.05787 0.50718 1.92935
C -1.34124 0.40748 1.76615
C -2.03681 0.95676 0.56290
C -3.36336 0.59839 0.24974
C -4.00667 1.10892 -0.87770
C -3.33507 1.97424 -1.73807
C -2.00463 2.35539 -1.48243
N -1.30920 3.21910 -2.36254
O -0.08411 3.32054 -2.23413
O -1.95990 3.83259 -3.21628
C -1.38829 1.84796 -0.31715
C -2.05676 -0.24026 2.79478
H -4.51112 1.95382 6.68132
H -1.57358 -0.02312 6.47447
H -2.80656 -1.14571 7.04474
H -3.16796 -1.84770 4.59185
H -1.66129 -2.34048 5.35262
H 0.47918 -1.08922 4.89935
H 1.78217 0.05931 3.13627
H 0.69201 0.99398 1.19794
H -3.92748 -0.09212 0.86467
H -5.03175 0.82146 -1.09094
H -3.85798 2.34189 -2.61740
H -0.38175 2.18126 -0.09399
H -3.13599 -0.31985 2.75702
C 3.56483 -1.89047 -4.79879
N 3.02242 -0.58132 -5.16496
C 2.41593 0.30660 -4.37035
O 1.99067 1.34572 -4.85536
C 2.21263 -0.00856 -2.87520
C 0.88972 -0.76608 -2.65236
C 0.70206 -1.30881 -1.22493
C -0.67236 -1.96196 -1.09609
C 1.76082 -2.35074 -0.85269
N 2.22222 1.19876 -2.03566
C 3.22646 1.67259 -1.30141
C 4.58768 1.00909 -1.36779
O 3.05799 2.62604 -0.55833
H 3.93709 -2.39576 -5.69171
H 4.39034 -1.77372 -4.09447
H 2.78838 -2.51136 -4.34882
H 3.09394 -0.29256 -6.12931
H 3.02713 -0.66037 -2.57348
H 0.06353 -0.09067 -2.88343
H 0.83514 -1.60228 -3.35006
H 0.75731 -0.48563 -0.51928
H -0.82873 -2.28722 -0.06741
H -1.44639 -1.23726 -1.34829
H -0.75047 -2.81832 -1.76525
H 1.52512 -2.77676 0.12240
H 2.74058 -1.88298 -0.78427
H 1.78186 -3.14720 -1.59591
H 1.39617 1.78094 -2.05448
H 5.30008 1.62844 -0.82512
H 4.90124 0.92854 -2.40691
H 4.53610 0.02604 -0.90686
*
```

These are the Löwdin partial charges, in e, on atoms 1 to 4: 0.0870 -0.4890 0.1104 -0.0843


# 2
A cluster of 2 separate species, C5H12BrClSi in total at a distorted geometry. Source: the OMol25 dataset; level of theory: ωB97M-V/def2-TZVPD.

## Properties
HOMO-LUMO gap (alpha / beta) (eV): 6.933 / 8.054
E (eV): -95819.7950
Strongest force on any atom (eV/A): 3.63
Relative energy (zero: lowest compared OMol25 entry of this formula, charge and spin) (kcal per mole): 79.9

Geometry as ORCA input:
```
! RIJCOSX wB97M-V def2-TZVPD def2/J DEFGRID3
* xyz 0 1
C -0.25235 1.66330 2.13058
C 0.46533 -2.03060 -1.25065
C 0.35346 0.35300 1.65469
C 1.52467 -1.03521 -0.80467
C -2.08950 0.80695 -1.62314
Si 0.93888 0.62900 -0.12423
Cl 2.43731 2.06144 -0.17543
Br -2.67749 -0.96783 -1.54966
H -1.11622 2.02482 1.56805
H -0.56127 1.61734 3.14048
H 0.47312 2.35845 2.06693
H -0.44496 -2.25041 -0.54250
H -0.08336 -1.71451 -2.19702
H 0.88218 -3.02548 -1.51640
H -0.41928 -0.37922 1.49097
H 0.99791 -0.08939 2.45941
H 2.21152 -1.04574 -1.61132
H 2.04000 -1.32210 0.11524
H -2.39812 1.14232 -0.66468
H -2.28184 1.20388 -2.56664
*
```

These are the Löwdin partial charges, in e, on atoms 1 to 4: -0.1953 -0.2432 -0.3688 -0.3923


# 3
The molecule C2H7N5 at a distorted geometry. Source: the OMol25 dataset; level of theory: ωB97M-V/def2-TZVPD.

## Properties
HOMO-LUMO gap (eV): 8.923
E (eV): -9632.3261
Strongest force on any atom (eV/A): 4.06
Relative energy (zero: lowest compared OMol25 entry of this formula, charge and spin) (kcal per mole): 131.7

Geometry as ORCA input:
```
! RIJCOSX wB97M-V def2-TZVPD def2/J DEFGRID3
* xyz 0 1
C -2.49158 -0.83062 1.33330
C 2.12192 0.18696 0.30368
N -1.64946 -1.13608 0.44460
N -1.27382 -0.12082 -0.42484
N 0.73698 0.03642 0.46245
N -0.07236 0.21149 -0.46925
N 0.31683 0.57729 -1.78595
H -2.89726 -1.64843 2.05744
H -2.82137 0.09680 1.61115
H 2.49407 -0.14531 -0.81057
H 2.37810 1.17440 0.51069
H 2.71844 -0.31017 1.11845
H -0.43071 0.50645 -2.49468
H 0.87022 1.40161 -1.85646
*
```

These are the Löwdin partial charges, in e, on atoms 1 to 4: -0.0669 -0.1652 -0.0383 -0.0456


# 4
A structure of composition C27H36NW at a distorted geometry. Source: the OMol25 dataset; level of theory: ωB97M-V/def2-TZVPD.

## Properties
HOMO-LUMO gap (alpha / beta) (eV): 6.175 / 6.518
E (eV): -31886.6705
Strongest force on any atom (eV/A): 5.85
Relative energy (zero: lowest compared OMol25 entry of this formula, charge and spin) (kcal per mole): 0.0

Geometry as ORCA input:
```
! RIJCOSX wB97M-V def2-TZVPD def2/J DEFGRID3
* xyz 1 3
C 0.42490 2.21899 0.00041
C 0.33104 1.87787 -1.39087
C 1.33742 0.88272 -1.67941
C 2.08576 0.67492 -0.47368
C 1.48693 1.44911 0.57669
W -0.03376 0.06151 -0.24140
C 1.10712 -3.80913 0.96649
C 0.64206 -2.69586 1.58403
H 0.05534 -2.81486 2.50320
C 0.94033 -1.26904 1.28712
H 2.01480 -1.03239 1.29709
H 0.52866 -0.61469 2.09052
C 0.34121 -5.11715 1.01503
H -0.73767 -4.96582 1.17153
H 0.44376 -5.66456 0.06597
H 0.70136 -5.78241 1.81872
C 2.33419 -3.72752 0.11138
H 2.38064 -2.80436 -0.49163
H 3.23084 -3.70925 0.75878
H 2.38245 -4.58805 -0.57019
C -0.47131 2.64570 -2.37645
H -1.49276 2.82064 -2.01314
H -0.00959 3.62587 -2.56319
H -0.52755 2.12780 -3.33820
C 1.62555 0.25326 -3.00008
H 0.70574 0.02479 -3.54515
H 2.22117 0.93648 -3.62019
H 2.17488 -0.68851 -2.88499
C 3.40186 -0.02862 -0.38750
H 3.46829 -0.87294 -1.08429
H 4.21163 0.67184 -0.65231
H 3.62613 -0.39363 0.62245
C 2.02971 1.65543 1.96099
H 2.70215 0.84336 2.27145
H 2.60260 2.59788 2.00406
H 1.21643 1.72563 2.70064
C -0.23017 3.38978 0.65265
H -0.18340 3.31114 1.74797
H 0.29912 4.31280 0.36093
H -1.28189 3.49467 0.34845
C -1.65443 -0.48550 -1.91379
C -2.34600 -1.89990 -2.12782
C -1.94592 0.21457 -3.10198
C -1.82173 -2.52709 -3.28171
H -2.99004 -2.58201 -1.57014
C -1.71453 -0.38628 -4.36544
H -2.33746 1.24873 -3.09250
C -1.48850 -1.76496 -4.42865
H -1.70449 -3.63130 -3.33286
H -1.65378 0.25159 -5.25565
H -1.11502 -2.25819 -5.33002
N -1.79360 0.22265 1.01771
C -1.93159 1.02914 2.21826
C -2.81854 2.10030 2.17674
C -2.78439 3.04594 3.21175
C -1.86133 2.90771 4.25336
C -1.03295 1.78693 4.31437
C -1.12968 0.78746 3.33134
H -2.54014 0.39787 0.33941
H -1.76979 -0.78082 1.21454
H -3.49996 2.21994 1.32768
H -3.46367 3.89666 3.18790
H -1.79037 3.67399 5.03088
H -0.31147 1.66167 5.12444
H -0.58661 -0.15251 3.44833
*
```

These are the Löwdin partial charges, in e, on atoms 1 to 4: -0.3072 -0.3226 -0.3372 -0.3228


> The highest strongest force on any atom belongs to which entry?

C27H36NW